# 1
The following is a quantum chemistry calculation of a cluster of 14 separate species, C19H66O19 in total in a non-equilibrium geometry, from the Open Molecules 2025 dataset.

Orbital gap in Ha: 0.355
Net charge: 0
Energy relative to the best compared isomer or geometry (same formula, charge and spin) in eV: 0.477

Cartesian coordinates (Å):
O (-5.311, -1.758, 0.118)
H (1.162, 0.897, -5.747)
H (4.745, 4.618, -1.110)
H (2.115, 0.579, 2.031)
H (0.687, 0.360, -0.700)
H (1.046, -1.716, -4.056)
C (2.755, 4.035, -1.210)
O (2.208, -0.836, -5.403)
H (3.687, 1.288, 2.249)
H (-4.669, 2.665, 2.278)
H (-4.752, 0.820, 1.005)
O (4.813, 2.646, -1.562)
H (2.237, 2.305, -0.481)
C (0.434, 3.710, 4.584)
H (-1.583, -2.497, -4.118)
H (-0.292, 4.515, 4.332)
H (-2.590, 4.320, -0.779)
H (4.238, 2.423, -2.335)
H (1.644, -5.046, 0.463)
H (1.299, -2.862, 4.814)
C (1.829, -6.623, 1.619)
H (1.556, -6.772, 2.686)
O (1.507, -5.291, 1.391)
H (0.732, 3.943, 5.608)
C (-1.516, 4.282, -0.858)
H (-1.301, -0.948, 5.298)
H (3.586, -0.414, 1.861)
H (-0.355, -3.843, -4.060)
O (-0.174, 2.442, 4.664)
H (-0.118, 3.188, -0.071)
O (2.516, -2.834, 3.079)
C (-3.915, 1.888, 2.681)
H (1.310, -7.346, 1.012)
C (-0.364, -1.297, 0.140)
H (-0.122, 4.157, -2.452)
H (-3.124, 1.091, -2.678)
O (3.129, 1.086, -3.071)
H (-1.361, 2.102, -2.243)
H (4.061, 1.336, 0.108)
H (0.775, -2.750, -0.226)
H (3.848, -1.506, -0.931)
H (-0.881, 2.411, 4.002)
H (-4.180, -3.336, -0.753)
C (1.235, -2.662, 3.715)
C (2.074, 0.603, -5.251)
H (-1.179, 5.272, -0.509)
H (-2.472, -1.480, 2.911)
H (3.816, -3.276, -1.031)
H (4.334, 3.473, 0.206)
H (1.578, 2.222, -3.851)
H (2.643, -3.791, 2.763)
O (3.246, 0.825, 0.287)
O (2.632, -2.523, 0.445)
H (-4.132, 1.379, -1.338)
O (-1.745, 2.784, -2.716)
H (-4.395, -1.112, 1.617)
H (-1.431, -1.439, 0.378)
C (-2.187, -1.412, 4.801)
C (1.892, 1.163, -3.848)
O (-3.528, -0.616, -1.612)
H (0.427, -3.187, 3.243)
H (-1.657, 4.790, -3.000)
O (1.783, 3.196, -0.626)
C (-1.182, 4.009, -2.293)
H (-0.868, 0.799, -0.036)
C (-3.864, 0.712, 1.633)
H (-2.520, 2.851, 1.898)
H (-3.031, -0.694, 4.780)
C (3.159, 0.555, 1.644)
C (-0.319, 0.018, -0.551)
H (-4.317, 1.407, 3.580)
C (-4.752, -3.124, 0.139)
C (-0.560, -2.772, -4.268)
H (-0.654, -0.921, -2.348)
H (-4.180, -3.194, 1.061)
H (-0.407, -2.582, -5.375)
H (3.159, 0.258, -2.562)
H (-2.945, 0.855, 1.040)
H (-4.948, 0.557, -2.742)
H (2.824, -2.455, 1.408)
H (1.320, 3.686, 3.919)
C (4.209, 3.693, -0.888)
H (2.892, -6.897, 1.396)
O (-0.984, -0.123, -1.898)
H (1.088, 0.590, -3.276)
H (2.560, 5.050, -0.832)
O (-3.863, -0.559, 2.228)
H (0.108, -1.288, 1.116)
H (2.874, 1.188, -5.710)
O (0.021, -2.358, -0.700)
H (-2.495, -0.497, -1.606)
O (0.348, -2.051, -3.481)
O (-2.701, 2.562, 2.801)
O (-1.075, 3.276, -0.004)
H (-5.539, -3.854, 0.212)
H (-4.728, -1.249, -0.451)
H (-2.484, -2.300, 5.331)
H (3.150, -1.086, -5.498)
H (0.996, -1.627, 3.643)
C (-3.988, 0.636, -2.156)
C (3.830, -2.430, -0.363)
H (2.637, 3.951, -2.315)
H (4.736, -2.447, 0.280)
O (-1.755, -1.786, 3.481)


# 2
The following is a quantum chemistry calculation of a structure of composition C17H27N2O2PTi in a non-equilibrium geometry, from the Open Molecules 2025 dataset.

Orbital gap (spin up / spin down) in Ha: 0.234 / 0.304
Net charge: 0
Energy relative to the best compared isomer or geometry (same formula, charge and spin) in eV: 0.121
Multiplicity: 3

Cartesian coordinates (Å):
C (-1.748, -1.367, 1.874)
C (1.398, 0.816, -3.113)
H (3.529, -1.025, -2.646)
C (0.322, 4.305, 0.853)
H (1.068, 1.850, -2.967)
H (3.137, -1.910, -1.125)
H (2.055, 5.560, 0.593)
C (-2.624, 2.065, 0.277)
H (-0.527, -1.322, 4.770)
H (0.103, -1.722, -0.293)
C (-0.223, 3.032, 0.684)
H (-3.875, 0.924, -1.811)
H (-0.309, 5.109, 1.247)
C (2.720, -1.420, -2.015)
C (-1.185, -0.733, 4.118)
C (1.651, 4.555, 0.500)
H (3.381, 1.619, -1.591)
H (-2.039, -2.668, 3.589)
H (-2.585, -0.296, -2.160)
H (3.501, 3.687, -0.225)
C (-2.134, -1.607, 3.324)
N (-0.695, -0.483, 1.840)
C (-0.330, 0.014, 3.093)
P (1.629, -0.069, -1.526)
Ti (-0.359, 0.108, -0.092)
H (-2.072, 3.820, 1.319)
H (-1.617, 2.360, 2.165)
H (-3.326, 2.767, -0.202)
H (-3.183, -1.303, 3.451)
H (-1.716, 0.015, 4.723)
H (0.588, -1.475, 0.268)
C (-1.623, 2.828, 1.172)
H (2.366, 0.833, -3.635)
C (1.915, 2.249, -0.155)
H (2.117, -2.142, -2.586)
H (-3.392, -0.326, -0.570)
C (2.772, 1.191, -0.779)
C (-1.709, 2.238, -1.959)
N (-2.042, 1.294, -0.866)
H (-3.226, 1.370, 0.889)
H (0.651, 0.278, -3.709)
H (3.422, 0.687, -0.056)
H (-0.977, 2.986, -1.643)
C (-3.045, 0.335, -1.381)
H (-1.313, 1.694, -2.830)
C (0.567, 1.985, 0.173)
H (-2.648, 2.744, -2.238)
O (-2.260, -1.792, 0.826)
C (2.456, 3.518, 0.028)
O (0.474, 0.903, 3.281)


# 3
The following is a quantum chemistry calculation of a structure of composition C2H5NO2 in a non-equilibrium geometry, from the Open Molecules 2025 dataset.

Orbital gap in Ha: 0.370
Net charge: 0
Energy relative to the best compared isomer or geometry (same formula, charge and spin) in eV: 5.339

Cartesian coordinates (Å):
C (-1.384, -0.424, 0.095)
H (2.768, 0.939, 0.562)
N (0.735, 0.341, 0.549)
H (-1.146, -1.468, -0.111)
O (-0.281, 0.392, -0.291)
H (-1.625, -0.303, 1.153)
C (2.018, 0.484, -0.093)
H (-2.217, -0.104, -0.530)
H (2.009, 0.937, -1.092)
O (1.957, -0.878, -0.061)


# 4
The following is a quantum chemistry calculation of a structure of composition C8H3AsF15N2O4PdS3, from the Open Molecules 2025 dataset.

Orbital gap (spin up / spin down) in Ha: 0.274 / 0.274
Net charge: -2
Energy relative to the best compared isomer or geometry (same formula, charge and spin) in eV: 0.000
Multiplicity: 2

Cartesian coordinates (Å):
F (-1.399, -4.322, 5.229)
F (-1.560, 0.522, -5.294)
F (-2.461, 3.876, -5.481)
H (-0.953, 1.479, -1.862)
F (-1.413, -2.499, 6.394)
C (2.338, 2.858, -0.524)
F (-0.469, 2.659, -4.724)
S (-0.792, -3.611, 1.459)
C (1.543, 3.664, -1.322)
F (4.704, 2.667, -0.440)
C (3.645, 3.376, -0.006)
C (-1.764, -3.036, 5.218)
N (0.718, 1.135, -0.702)
F (-1.333, 2.283, -6.994)
F (-2.669, 2.121, -3.780)
O (0.464, -2.314, 4.091)
F (-3.548, 1.751, -6.067)
O (-1.489, -0.798, 3.956)
C (-0.033, 1.907, -1.483)
H (-0.276, 3.773, -2.490)
O (-1.746, -4.171, 0.552)
Pd (0.546, -0.800, 0.081)
S (-0.934, -2.110, 3.854)
S (2.734, 0.349, 0.705)
F (-0.853, -5.860, 2.811)
C (1.915, 1.550, -0.219)
N (-1.542, -2.903, 2.625)
C (0.038, -5.115, 2.145)
F (3.715, 3.397, 1.337)
F (-3.095, -2.982, 5.122)
O (0.326, -2.877, 0.895)
F (0.516, -5.851, 1.135)
C (0.342, 3.194, -1.822)
F (3.869, 4.656, -0.406)
H (1.878, 4.664, -1.565)
As (-2.008, 2.195, -5.392)
F (1.045, -4.830, 2.963)


# 5
The following is a quantum chemistry calculation of the ion C4H6ClN4O2 with charge +1 in a non-equilibrium geometry, from the Open Molecules 2025 dataset.

Orbital gap in Ha: 0.245
Net charge: +1
Energy relative to the best compared isomer or geometry (same formula, charge and spin) in eV: 0.000

Cartesian coordinates (Å):
H (0.961, 2.779, -0.243)
H (-0.339, -1.985, -0.081)
H (-0.998, 0.564, -1.449)
O (-2.464, -0.425, 1.258)
C (1.700, 0.938, 0.198)
N (1.817, 2.247, -0.146)
H (-2.017, -2.690, 0.387)
Cl (-1.688, 2.045, 0.210)
N (-1.814, -0.599, 0.291)
N (0.889, -1.137, 0.310)
H (2.810, 2.630, 0.211)
H (-1.819, -2.020, -1.308)
N (2.749, 0.066, 0.357)
C (-1.513, -1.901, -0.253)
C (0.551, 0.117, 0.091)
C (-1.031, 0.542, -0.315)
O (2.205, -1.171, 0.480)


# 6
The following is a quantum chemistry calculation of a structure of composition C6H15AlO4P in a non-equilibrium geometry, from the Open Molecules 2025 dataset.

Orbital gap in Ha: 0.124
Net charge: +3
Energy relative to the best compared isomer or geometry (same formula, charge and spin) in eV: 0.000

Cartesian coordinates (Å):
H (-22.966, -10.278, -23.906)
O (-26.600, -10.428, -21.778)
H (-24.684, -10.762, -26.405)
H (-27.197, -8.663, -24.176)
C (-26.269, -6.685, -24.508)
C (-23.797, -10.942, -25.772)
H (-23.709, -12.017, -25.533)
O (-25.526, -8.397, -22.986)
H (-24.225, -9.116, -19.693)
C (-22.231, -8.955, -20.440)
P (-25.433, -9.937, -22.510)
O (-25.011, -10.725, -23.725)
C (-23.708, -8.877, -20.677)
H (-22.928, -10.654, -26.365)
C (-26.641, -7.852, -23.649)
H (-25.832, -5.814, -23.963)
H (-21.906, -9.886, -19.936)
H (-21.698, -8.857, -21.391)
Al (-28.475, -12.470, -20.359)
H (-21.975, -8.180, -19.700)
H (-24.061, -9.097, -24.709)
H (-27.355, -7.486, -22.839)
O (-24.092, -9.873, -21.614)
C (-23.898, -10.188, -24.510)
H (-24.111, -7.893, -21.002)
H (-25.382, -6.986, -25.117)
H (-27.123, -6.343, -25.089)